143
Properties=species:S:1:pos:R:3:lowdin_charge:R:1 method="wB97M-V/def2-TZVPD" e_tot_ev=-88120.919 multiplicity=1 mol_weight_g_mol=855.952 largest_force_ev_per_a=3.3 gap_ev=7.633 e_homo_ev=-8.34
C 1.522 2.417 2.748 -0.119
C 0.549 3.598 2.323 -0.249
C -0.979 3.302 2.573 -0.227
C -1.483 1.897 2.052 -0.223
C -3.042 2.078 1.707 -0.219
C -3.827 0.713 1.611 -0.211
C -3.215 -0.261 0.500 -0.182
C -3.711 -1.743 0.781 -0.204
C -2.620 -2.861 0.524 -0.145
C -1.827 -2.708 -0.812 -0.089
C -0.358 -2.782 -0.877 -0.075
C 0.383 -2.981 0.488 -0.142
C 0.403 -1.655 1.381 -0.133
C 1.892 -1.379 1.811 -0.169
F 2.192 -1.996 3.065 -0.086
C 0.367 -2.668 -2.226 0.049
B 1.987 -2.803 -2.243 -0.508
N 2.715 -1.774 -1.429 0.147
O 2.665 -3.827 -2.929 0.130
C -0.345 -2.463 -3.471 -0.152
O 0.237 -2.382 -4.737 -0.057
C 0.913 -1.134 -4.952 -0.151
C -0.004 0.150 -4.902 -0.361
C 0.860 1.326 -5.572 -0.046
O -1.229 0.023 -5.637 -0.076
C -1.852 -2.369 -3.397 -0.195
N -2.756 -2.210 -4.421 -0.230
S -4.285 -2.179 -3.772 0.990
N -3.986 -2.410 -2.156 -0.220
C -2.606 -2.486 -2.072 -0.247
H 1.136 1.795 3.598 0.079
H 2.487 2.881 3.113 0.070
H 1.760 1.831 1.820 0.052
H 0.843 4.492 2.966 0.078
H 0.736 3.923 1.257 0.110
H -1.555 4.084 1.987 0.109
H -1.255 3.376 3.659 0.115
H -1.389 1.079 2.826 0.115
H -0.996 1.571 1.091 0.100
H -3.475 2.685 2.555 0.108
H -3.094 2.643 0.739 0.115
H -4.904 0.907 1.320 0.114
H -3.868 0.219 2.624 0.104
H -2.092 -0.269 0.556 0.077
H -3.606 0.075 -0.496 0.115
H -3.964 -1.791 1.884 0.103
H -4.684 -1.954 0.252 0.100
H -3.174 -3.849 0.451 0.128
H -1.983 -2.934 1.440 0.089
H -0.216 -3.749 1.062 0.115
H 1.418 -3.400 0.406 0.117
H -0.056 -0.763 0.875 0.101
H -0.194 -1.853 2.318 0.122
H 2.039 -0.271 1.956 0.099
H 2.663 -1.714 1.065 0.090
H 2.996 -1.021 -2.070 0.082
H 2.027 -1.333 -0.803 0.047
H 3.404 -3.379 -3.393 0.113
H 1.337 -1.180 -6.003 0.149
H 1.792 -0.951 -4.274 0.120
H -0.184 0.490 -3.839 0.158
H 1.942 1.044 -5.379 0.078
H 0.613 2.335 -5.161 0.082
H 0.744 1.262 -6.695 0.090
H -1.108 -0.655 -6.330 0.113
C -4.208 2.326 -4.859 -0.155
O -3.511 1.199 -4.341 -0.160
H -4.954 2.643 -4.134 0.074
H -3.507 3.146 -5.037 0.081
H -4.707 2.053 -5.793 0.066
H -2.856 0.936 -5.002 0.027
C 6.012 -0.856 2.946 -0.149
O 5.534 -0.878 1.605 -0.126
H 6.959 -0.319 2.970 0.062
H 5.290 -0.343 3.587 0.085
H 6.166 -1.876 3.299 0.064
H 4.698 -1.357 1.609 0.039
C 7.886 2.324 2.261 -0.143
O 7.381 2.770 3.518 -0.138
H 7.065 1.899 1.685 0.081
H 8.312 3.169 1.713 0.080
H 8.649 1.560 2.421 0.080
H 8.125 3.140 4.009 0.073
C 1.521 6.810 4.846 -0.152
O 2.203 5.610 4.495 -0.143
H 0.499 6.754 4.474 0.076
H 1.504 6.921 5.933 0.071
H 2.024 7.667 4.393 0.082
H 3.102 5.683 4.835 0.072
C 7.272 6.264 4.546 -0.156
O 7.938 5.805 3.378 -0.129
H 7.474 7.327 4.666 0.078
H 6.195 6.110 4.444 0.070
H 7.643 5.726 5.423 0.076
H 7.745 4.863 3.292 0.025
C -4.896 -5.720 -2.834 -0.177
O -5.860 -6.762 -2.738 -0.127
H -5.137 -4.950 -2.103 0.060
H -3.899 -6.117 -2.625 0.080
H -4.922 -5.285 -3.837 0.061
H -5.626 -7.429 -3.393 0.073
C 3.871 -4.409 4.862 -0.147
O 4.511 -3.428 4.057 -0.139
H 4.566 -5.231 5.034 0.065
H 3.587 -3.970 5.819 0.073
H 2.984 -4.786 4.344 0.082
H 3.876 -2.713 3.921 0.040
C 1.174 -6.387 7.089 -0.154
O 2.157 -5.412 7.414 -0.137
H 1.123 -6.487 6.005 0.077
H 1.451 -7.349 7.527 0.080
H 0.198 -6.073 7.468 0.076
H 2.183 -5.344 8.375 0.079
C 5.484 -8.114 5.423 -0.165
O 4.064 -8.155 5.440 -0.133
H 5.863 -9.135 5.400 0.077
H 5.826 -7.581 4.532 0.075
H 5.848 -7.612 6.324 0.078
H 3.754 -7.240 5.460 0.040
C -7.213 3.457 -6.562 -0.155
O -6.445 4.273 -5.680 -0.137
H -6.539 2.839 -7.145 0.048
H -7.882 2.815 -5.981 0.082
H -7.796 4.090 -7.235 0.076
H -7.065 4.810 -5.175 0.075
C -1.437 7.855 7.091 -0.160
O -0.800 8.814 6.255 -0.135
H -0.744 7.033 7.269 0.070
H -1.704 8.314 8.047 0.076
H -2.334 7.471 6.601 0.078
H -1.430 9.529 6.112 0.076
C -5.127 2.249 -9.741 -0.145
O -6.345 2.900 -9.400 -0.143
H -5.140 1.243 -9.324 0.069
H -5.029 2.188 -10.828 0.075
H -4.281 2.802 -9.323 0.079
H -6.311 3.786 -9.778 0.082
C -4.472 -2.078 -9.138 -0.162
O -4.858 -1.405 -7.948 -0.137
H -5.148 -1.786 -9.940 0.077
H -3.450 -1.799 -9.409 0.074
H -4.533 -3.160 -8.991 0.077
H -4.246 -1.679 -7.254 0.058